C42H113N7O18 | ωB97M-V with the def2-TZVPD basis set

XYZ file:
```
180
Properties=species:S:1:pos:R:3:forces:R:3:lowdin_charge:R:1
O 4.2622 -1.5178 -0.0200 0.316 -0.205 -0.036 -0.0524
H 3.5200 -1.8783 0.4652 -0.275 0.006 0.182 0.0170
H 3.9007 -0.7641 -0.4864 -0.136 0.223 -0.090 0.0274
O 6.7057 -5.0799 0.8982 0.195 -0.084 0.160 -0.0523
H 6.5133 -5.6454 0.1503 -0.016 -0.130 -0.189 0.0275
H 5.9248 -4.5346 0.9939 -0.170 0.243 0.016 0.0226
O 1.7167 -9.0909 -0.1385 -0.019 0.216 0.078 -0.0548
H 1.0539 -9.7811 -0.1179 -0.201 -0.147 0.025 0.0273
H 2.4768 -9.5003 -0.5519 0.220 -0.066 -0.101 0.0274
O -6.3744 -1.6502 5.5574 0.126 0.271 0.037 -0.0533
H -7.2227 -1.6921 5.1161 -0.189 -0.013 -0.113 0.0238
H -6.2006 -2.5513 5.8296 0.060 -0.329 0.066 0.0245
C -12.4368 6.7682 -1.1355 0.466 -1.428 0.908 -0.0562
O -11.4848 5.9506 -0.3496 0.013 1.348 -1.020 -0.2026
C -12.1152 5.1463 0.5995 -0.109 -2.101 1.102 -0.2407
C -11.0842 4.1955 1.3717 -0.225 1.769 -0.099 -0.1710
N -10.3613 4.8886 2.4307 0.669 1.465 0.226 -0.0853
C -9.0268 4.3986 2.7309 0.179 -0.336 -0.530 -0.2478
C -8.2190 5.3918 3.5672 -0.993 -1.224 -0.019 -0.2165
O -7.7700 6.5597 2.9276 0.348 0.074 -0.390 -0.1596
C -7.6117 6.4919 1.5221 0.428 -0.459 -0.286 -0.1122
H -12.9468 7.4207 -0.4268 -0.039 0.292 -0.343 0.0856
H -13.1539 6.1239 -1.6442 -0.320 -0.339 0.376 0.0767
H -11.9746 7.2706 -1.9853 0.673 0.241 0.682 0.0834
H -12.7918 4.4768 0.0684 -0.270 -0.273 -0.032 0.1086
H -12.7301 5.6630 1.3364 0.083 0.592 0.061 0.1163
H -10.4417 3.8716 0.5529 0.325 -0.649 0.099 0.1081
H -11.4761 3.4242 2.0346 -0.985 -0.735 -1.418 0.1188
H -10.1842 5.8511 2.1811 -0.421 0.349 -0.174 0.0904
H -8.5192 4.1481 1.7994 0.442 0.081 -0.300 0.0983
H -9.0048 3.4396 3.2485 -0.492 -0.012 0.407 0.1179
H -7.4395 4.7758 4.0155 0.646 0.407 -0.029 0.1160
H -8.9023 5.6748 4.3679 0.183 0.345 0.188 0.1232
H -7.0870 7.3821 1.1754 -0.838 0.452 0.179 0.0931
H -8.5552 6.2332 1.0415 -0.165 0.820 -0.317 0.0731
H -6.9488 5.7312 1.1096 0.403 -0.682 0.732 0.0824
C 0.6109 1.8986 -2.3008 -0.911 0.674 0.135 -0.1336
O 0.8365 1.4893 -0.9935 1.647 -0.028 1.723 -0.2066
C -0.2858 1.0282 -0.2579 -1.396 0.632 -0.884 -0.2107
C -0.1635 0.9725 1.2917 2.469 -0.542 -1.445 -0.1801
N 0.4833 -0.2901 1.7663 -2.388 1.396 -1.444 -0.0465
C -0.6060 -1.2994 1.9071 2.599 -1.539 1.532 -0.1844
C 0.1297 -2.6365 2.1788 -0.879 -1.022 0.737 -0.2294
O 1.0895 -2.5821 3.2327 0.166 0.253 -0.642 -0.1955
C 1.7260 -3.8123 3.5497 1.075 0.523 0.734 -0.1140
H 0.1436 2.8833 -2.3012 -0.014 0.452 -0.001 0.0820
H -0.1351 1.2838 -2.8043 0.286 -0.569 -0.338 0.0831
H 1.5601 1.9905 -2.8287 -0.122 -0.379 0.024 0.0914
H -0.5524 0.1479 -0.8428 -0.473 -0.854 0.933 0.1159
H -1.1033 1.7212 -0.4569 -0.329 0.354 -0.039 0.1095
H -1.0426 1.2382 1.8789 -0.481 -0.138 -0.528 0.1128
H 0.5747 1.7493 1.4910 -0.034 0.317 0.077 0.1144
H 0.9671 0.0564 2.5823 -0.204 -1.326 0.713 0.1033
H -1.2016 -1.4849 1.0133 0.399 0.583 -0.364 0.1158
H -1.3310 -1.1711 2.7109 0.067 0.642 0.297 0.1119
H 0.5116 -3.0650 1.2522 0.533 0.234 -0.138 0.1152
H -0.5577 -3.3790 2.5841 -0.781 -0.113 -0.524 0.1113
H 1.9136 -3.7626 4.6223 -0.372 -0.272 0.158 0.0844
H 2.7431 -3.8769 3.1633 0.124 0.318 -0.619 0.0730
H 1.2882 -4.7761 3.2896 -0.896 0.347 -0.136 0.0871
C -2.4424 -9.4623 7.2665 0.406 -0.281 1.387 -0.1248
O -3.4904 -8.5677 7.0033 -0.027 1.072 0.085 -0.1914
C -3.9471 -7.7255 8.0919 -0.848 0.229 -0.191 -0.1871
C -4.5169 -6.3846 7.5149 -0.359 -1.119 0.087 -0.1986
N -5.4526 -6.5909 6.4196 -0.926 0.043 -0.275 -0.0579
C -6.8088 -7.1243 6.7793 1.640 0.376 0.620 -0.2087
C -7.8412 -6.9367 5.6819 -0.080 0.978 2.031 -0.1867
O -8.1833 -5.5180 5.6454 0.471 -1.816 -0.502 -0.2089
C -9.5758 -5.2435 5.6368 0.943 -0.037 -0.038 -0.1161
H -1.8147 -9.7282 6.4161 -0.374 0.552 -0.376 0.0855
H -2.7682 -10.4120 7.6910 -0.560 -0.217 -0.071 0.0791
H -1.8011 -9.0683 8.0549 0.353 0.279 -0.089 0.0786
H -3.2350 -7.4610 8.8736 0.812 -0.290 -0.346 0.1110
H -4.7193 -8.2720 8.6332 -0.313 -0.121 -0.064 0.1072
H -3.6681 -5.7335 7.3055 -0.003 -0.100 -0.842 0.1081
H -5.0914 -5.7829 8.2191 0.122 -0.442 0.718 0.1124
H -5.0649 -7.2121 5.7239 0.232 -0.008 -0.035 0.0955
H -7.1599 -6.6862 7.7136 -0.054 1.000 -0.217 0.1162
H -6.7720 -8.1415 7.1691 0.136 -0.815 -0.797 0.1064
H -8.6922 -7.4615 6.1161 -0.407 -0.291 -0.621 0.1107
H -7.4966 -7.3871 4.7510 -0.275 0.417 -0.298 0.1223
H -10.1135 -5.7647 4.8448 0.126 0.415 -0.609 0.0828
H -9.4905 -4.1598 5.5567 -1.220 -0.021 -0.109 0.0892
H -10.0969 -5.5844 6.5314 0.216 0.270 0.555 0.0802
C 10.1964 -13.5609 12.3551 -0.604 -2.000 -0.145 -0.1229
O 9.4568 -13.6376 11.1548 -2.458 0.488 -1.033 -0.2209
C 8.0327 -14.0887 11.3216 0.805 0.876 -0.750 -0.1528
C 7.3110 -14.2435 9.9314 1.307 0.908 0.321 -0.1962
N 7.4109 -13.0270 9.1329 -0.309 0.577 1.142 -0.0848
C 6.8557 -12.9720 7.7960 0.238 0.265 0.141 -0.2119
C 6.9949 -11.5435 7.1459 0.892 -2.313 2.023 -0.1886
O 8.4102 -11.2132 7.2538 -1.162 1.045 -1.408 -0.1930
C 8.6738 -10.1027 6.3548 0.449 -0.989 -0.024 -0.0961
H 10.4690 -14.6120 12.4499 0.560 -0.130 1.062 0.0811
H 9.5604 -13.2908 13.1981 0.198 0.394 0.129 0.0816
H 11.1266 -12.9969 12.2869 -0.446 0.392 -0.339 0.0864
H 7.4780 -13.3685 11.9231 0.195 0.471 -0.007 0.1087
H 7.9703 -15.0132 11.8956 0.346 -0.366 -0.232 0.1087
H 6.2515 -14.4346 10.1020 0.003 -0.420 0.188 0.1122
H 7.8011 -15.0797 9.4327 -0.179 -0.445 -0.206 0.1073
H 8.2591 -12.5185 9.3378 0.022 -0.083 -0.643 0.1023
H 5.7969 -13.2295 7.8246 -0.394 0.284 0.268 0.1062
H 7.2458 -13.7890 7.1891 0.601 0.147 -0.633 0.1054
H 6.3677 -10.9064 7.7694 0.203 0.511 -0.045 0.1151
H 6.5636 -11.5931 6.1461 0.530 0.220 -0.303 0.1096
H 8.4157 -9.1367 6.7889 -0.596 -0.070 -0.166 0.0866
H 8.2163 -10.3782 5.4046 -0.557 0.710 -0.039 0.0777
H 9.7182 -10.0093 6.0572 0.354 -0.472 0.701 0.0782
C -1.2298 -2.0903 -10.6683 1.778 1.292 0.562 -0.0571
O -0.0914 -1.9682 -11.6559 -3.937 0.942 1.506 -0.1389
C 0.3429 -3.2473 -11.7703 3.378 -0.517 -0.417 -0.3205
C 1.5865 -3.3927 -12.6390 0.017 0.734 -2.193 -0.2072
N 1.1520 -3.4756 -14.0701 1.107 -0.711 0.398 -0.0668
C 2.3437 -3.7572 -14.9894 -3.362 -0.434 0.016 -0.1655
C 1.8566 -3.6620 -16.4430 0.488 -0.411 -0.360 -0.2340
O 1.0976 -4.8015 -16.8696 -0.377 0.373 0.019 -0.2027
C 0.5869 -4.7532 -18.2175 0.319 0.018 0.806 -0.0986
H -0.8807 -2.6421 -9.7955 0.338 -0.552 -0.160 0.0701
H -2.1762 -2.5557 -10.9435 0.254 0.159 -0.935 0.0865
H -1.3692 -1.1213 -10.1891 -0.337 0.336 -0.785 0.0806
H -0.3418 -3.9477 -12.2485 -0.635 -0.195 0.602 0.1272
H 0.7241 -3.4922 -10.7790 -0.528 -1.097 0.293 0.1155
H 2.0981 -4.2811 -12.2688 0.276 -0.342 -0.201 0.1087
H 2.3223 -2.6072 -12.8117 -0.033 0.539 1.694 0.1142
H 0.6285 -4.3372 -14.0097 -0.460 -0.243 -1.063 0.0820
H 2.5634 -4.8052 -14.7855 1.201 0.116 -0.136 0.1168
H 3.1176 -2.9997 -14.8653 0.111 -0.362 0.348 0.1164
H 2.7632 -3.6242 -17.0469 0.161 0.168 -0.384 0.1109
H 1.2977 -2.7365 -16.5813 -0.162 0.072 0.002 0.1190
H 1.3915 -4.8114 -18.9505 0.180 -0.139 -0.026 0.0799
H 0.0075 -3.8609 -18.4543 -0.004 0.318 0.365 0.0800
H -0.0909 -5.5997 -18.3273 0.229 -0.066 0.047 0.0834
C -0.7015 19.7380 -11.3294 1.035 1.410 -0.013 -0.1533
O -0.8116 18.4286 -10.9493 -0.313 -2.040 -0.180 -0.1772
C -2.1459 18.0971 -10.6578 -1.183 -0.525 0.728 -0.2305
C -2.4572 16.5601 -10.6289 1.078 1.074 -0.187 -0.1950
N -1.5750 15.7451 -9.8252 0.884 -0.223 0.482 -0.0716
C -1.5301 15.9774 -8.3579 0.208 -0.776 -1.102 -0.1833
C -0.5736 15.0197 -7.6276 -0.915 -0.341 -0.113 -0.2382
O -1.0888 13.7057 -7.5396 1.377 -1.155 0.024 -0.1947
C -0.1194 12.6953 -7.0785 -2.395 -0.113 0.089 -0.0809
H 0.3044 19.8894 -11.7209 0.073 0.000 0.067 0.0915
H -0.8181 20.3811 -10.4571 -0.129 0.384 0.085 0.0902
H -1.3853 20.0760 -12.1080 -0.376 -0.272 -0.099 0.0872
H -2.7841 18.5542 -11.4140 -0.274 -0.016 -0.166 0.1101
H -2.4350 18.5385 -9.7040 0.020 0.238 0.317 0.1128
H -2.3076 16.2962 -11.6758 -0.218 -0.624 0.008 0.1123
H -3.4788 16.3348 -10.3229 -0.169 0.470 -0.173 0.1166
H -0.6475 15.8836 -10.2002 0.282 -0.165 0.017 0.0984
H -2.5660 15.8318 -8.0515 0.108 0.314 0.609 0.1226
H -1.0998 16.9475 -8.1092 -0.515 0.525 0.100 0.1089
H -0.4715 15.3642 -6.5986 0.422 0.449 0.053 0.1174
H 0.3767 15.0277 -8.1616 0.325 0.041 0.091 0.1183
H 0.7433 12.4984 -7.7149 0.010 0.565 -0.037 0.0844
H -0.7334 11.7954 -7.0433 0.030 -0.228 -0.640 0.0770
H 0.0947 12.7351 -6.0105 0.637 1.008 0.040 0.0772
C 6.6394 4.5575 0.0808 0.411 -0.365 1.440 -0.0800
O 7.3228 5.0239 1.2725 -1.739 0.499 -0.529 -0.2101
C 8.1764 4.1151 1.9391 1.706 1.066 -1.456 -0.2411
C 8.5823 4.6650 3.2828 -1.220 -0.413 0.093 -0.2343
N 7.4864 4.5251 4.2131 0.204 0.204 2.541 -0.0636
C 7.7275 5.2192 5.5172 -1.391 -1.070 0.838 -0.1664
C 6.5851 5.0100 6.6287 1.085 -0.453 -1.387 -0.1826
O 6.7947 3.7394 7.2837 0.294 1.408 -1.784 -0.2004
C 5.9449 3.4850 8.3499 0.740 -0.128 0.689 -0.1377
H 6.0290 5.3541 -0.3445 0.192 0.136 0.344 0.0824
H 5.9940 3.7442 0.4126 -0.220 -0.174 -0.357 0.0813
H 7.3116 4.1879 -0.6936 0.306 0.000 0.050 0.0799
H 9.0773 4.2550 1.3418 0.647 -0.986 -0.107 0.1161
H 7.8833 3.0653 1.9276 -0.437 0.062 0.184 0.1288
H 8.9344 5.6899 3.1656 -0.062 0.385 -0.161 0.1159
H 9.4390 4.0971 3.6455 0.010 -0.200 0.069 0.1219
H 6.5526 4.7270 3.8855 0.299 0.285 -0.491 0.1065
H 7.9153 6.2833 5.3737 -0.096 0.284 0.046 0.1022
H 8.5766 4.7977 6.0553 0.423 -0.108 -0.513 0.1083
H 5.6130 5.1042 6.1447 -0.359 -0.433 -0.040 0.1088
H 6.6134 5.8172 7.3606 0.329 0.092 0.182 0.1064
H 5.0150 2.9985 8.0554 -0.167 0.111 0.039 0.0872
H 5.7919 4.3909 8.9365 -0.460 0.159 0.062 0.0816
H 6.5562 2.8359 8.9768 -0.498 -0.366 0.249 0.0888
```
Forces are in eV/Å.

HOMO-LUMO gap = 8.64 eV
total charge = 0
HOMO level = -8.053 eV
LUMO level = 0.59 eV
structure (SMILES) = COCCNCCOC.COCCNCCOC.COCCNCCOC.COCCNCCOC.COCCNCCOC.COCCNCCOC.COCCNCCOC.O.O.O.O
energy above the lowest of the compared OMol25 structures with the same formula, charge and spin = 202.4 kcal/mol
electronic energy = -3405.016393 Eh